Entry 1:
The following is a DFT calculation (wB97M-V/def2-TZVPD) of a molecular structure, C35H37Br2NO2PbSe2SiTe2.

Structure (XYZ):
```
83
Properties=species:S:1:pos:R:3:forces:R:3
C 4.0896 -1.8093 0.2013 0.060 0.030 -0.032
H -3.0792 0.7768 2.5101 -0.029 -0.013 -0.019
C -2.0553 -2.0622 -1.1521 0.046 -0.078 -0.211
Te 2.7362 2.6820 5.3144 0.377 0.045 -0.032
C -3.6618 -0.8001 1.1085 -0.162 -0.001 0.260
C -2.6360 3.5063 -2.4045 -0.039 -0.096 0.029
C 2.9304 -2.5599 0.3826 0.070 -0.129 -0.166
Se 3.8885 1.6364 3.5153 -0.142 -0.063 0.053
C 0.7944 -0.1025 -2.3170 -0.019 0.102 0.031
Te 0.0931 2.5130 4.7395 -0.384 -0.333 -0.164
H -5.1820 -0.3929 -0.4169 0.026 -0.076 0.080
H -4.7841 0.3085 2.6024 0.055 0.009 -0.038
H 0.7817 -0.3475 -3.3786 0.027 0.007 0.037
C 2.5325 -2.9831 1.6475 -0.114 -0.197 0.030
Br 1.4038 5.5324 2.7700 0.029 -0.014 0.021
H 0.5947 4.3171 -3.7841 0.017 0.012 -0.011
H -1.8603 4.3789 -0.5997 -0.014 -0.012 0.000
H -3.7846 -1.7604 -2.4149 0.079 -0.080 0.023
C -2.4508 1.0432 -1.0450 0.041 0.179 -0.266
H -3.1291 -2.8832 1.5380 -0.032 0.102 0.053
H -1.6898 2.2300 0.5901 -0.037 0.012 -0.121
N 0.9759 1.8307 -0.8747 0.050 -0.022 -0.025
H 6.0430 -2.4695 3.9808 -0.048 0.038 -0.011
C 5.3694 -1.6272 3.7963 -0.090 -0.056 -0.141
C 1.2476 4.9047 0.9897 -0.077 0.258 -0.060
C 1.2106 5.8725 -0.0335 -0.015 -0.168 0.130
C 0.9279 4.1184 -1.6597 0.076 -0.017 -0.176
H 1.3046 6.9191 0.2211 -0.013 -0.024 0.023
H 5.9835 -0.7397 3.6423 -0.016 -0.022 -0.010
C -3.9459 0.4782 1.9139 0.005 -0.039 -0.030
H -3.3662 2.3534 -4.0639 0.025 -0.004 0.052
C 0.8014 1.3852 -2.0985 0.072 -0.120 -0.084
H 0.4587 1.8795 -4.1718 0.007 0.036 0.081
C -3.0044 2.3280 -3.0413 -0.017 -0.042 0.123
H -4.7886 -2.1143 -0.2317 -0.022 0.054 0.053
C 0.7114 3.6202 -2.9657 0.050 0.038 0.116
C -0.9882 -2.9369 -0.9106 -0.020 0.016 -0.082
H -0.0864 -0.5526 -1.8558 0.043 0.037 -0.042
C -2.7241 -3.5223 -2.9876 0.014 0.054 0.098
C -2.9091 1.1110 -2.3681 0.023 0.095 0.117
C 4.8535 -1.4844 1.3204 0.008 0.047 0.060
C -2.1660 3.4642 -1.0959 -0.161 -0.067 -0.004
H 3.0226 -2.9867 3.7351 0.027 0.048 -0.099
H -2.7057 4.4540 -2.9269 0.014 -0.032 0.018
H 0.9898 -4.2991 0.9004 0.026 -0.005 0.028
H 5.7606 -0.8969 1.1931 -0.066 -0.063 0.011
H -3.4092 -3.7475 -3.7974 0.030 0.017 0.037
H -4.1384 -2.1136 2.7780 0.051 0.002 -0.049
H -1.4931 -5.2485 -3.3429 -0.010 0.053 0.046
H 5.2884 -2.1044 -1.5605 -0.007 0.020 0.014
H 1.6762 -0.5641 -1.8603 -0.074 0.060 -0.038
Se -0.3175 0.3794 3.7308 -0.073 0.287 0.543
H 1.4221 -4.5707 2.5921 0.004 -0.005 0.017
C -2.0774 2.2494 -0.4285 -0.099 -0.093 -0.080
C 4.5473 -1.3981 -1.1786 -0.006 -0.022 0.122
H 0.0446 -4.7416 -1.4654 -0.032 0.041 -0.022
C 1.0133 3.1678 -0.6255 0.100 -0.174 0.009
H 2.3443 -2.8598 -0.4849 0.010 0.089 0.060
H -3.1905 0.2039 -2.8947 0.054 0.097 0.047
Si -2.1983 -0.5332 -0.0430 0.281 0.042 0.022
Pb 1.2123 0.3162 1.1784 0.154 0.483 -0.328
H -0.2985 -2.7019 -0.1047 -0.079 -0.019 -0.082
C -3.3127 -1.9440 2.0750 0.010 -0.008 -0.044
H 0.4373 -3.1802 2.1444 0.034 -0.021 -0.020
H 3.7210 -1.3813 -1.8893 0.009 -0.005 0.017
C 0.6349 2.2781 -3.1794 0.035 -0.091 -0.059
H 4.7705 -1.4764 4.6966 0.028 -0.006 -0.057
O 1.0918 2.6466 1.7004 -0.048 -0.217 -0.174
C 1.1244 3.5430 0.7628 0.002 -0.104 0.130
C -4.9172 -1.1727 0.3092 -0.019 0.035 -0.014
C -1.6507 -4.3667 -2.7312 0.012 0.025 0.058
C 4.4917 -1.9116 2.5973 0.032 0.107 0.054
C 3.3192 -2.6475 2.7442 -0.013 -0.005 0.068
H -4.2121 1.3159 1.2614 -0.003 -0.076 0.044
H 5.0125 -0.4101 -1.1640 -0.039 -0.048 -0.001
C 1.2788 -3.8067 1.8288 0.051 0.159 0.013
O -0.8053 -0.3765 0.7753 -0.071 -0.052 0.023
C 1.0401 5.4913 -1.3292 -0.040 -0.028 -0.002
Br 0.9397 6.8262 -2.6734 0.000 -0.038 -0.017
H -2.4148 -1.7110 2.6578 -0.097 -0.007 -0.040
H -5.7703 -1.2942 0.9896 0.058 0.023 -0.058
C -0.7863 -4.0772 -1.6816 -0.064 0.056 0.001
C -2.9259 -2.3913 -2.2019 0.071 -0.023 0.056
```
Positions in Å, forces in eV/Å.

As for the HOMO energy (alpha / beta): -7.56 / -7.58 eV. As for the energy relative to the best compared isomer or geometry (same formula, charge and spin): 0.4158 eV. The spin multiplicity is 1. Its total energy is -340974.7585 eV.


Entry 2:
The following is a DFT calculation (wB97M-V/def2-TZVPD) of a molecular structure, C35H37Br48ClN2O5S2.

Structure (XYZ):
```
130
Properties=species:S:1:pos:R:3:forces:R:3
H -10.9780 -0.6842 -0.4740 0.450 0.100 -0.004
H 8.6887 -1.4043 -3.9406 -0.126 0.452 0.113
Cl -7.0478 -0.3756 5.3701 0.180 0.050 -3.058
Br -6.9024 0.5861 8.9082 0.364 -0.285 -0.046
C 8.4460 -0.3529 -3.7544 0.292 0.141 0.021
H -2.7750 2.7169 4.3164 -0.988 -1.002 -2.364
C -10.4286 -2.4428 3.6191 0.180 -0.192 0.101
H 4.7488 1.4262 -0.6827 -0.102 -2.385 0.496
Br -0.9147 -9.1291 3.4444 -0.393 0.019 -0.294
H 4.1150 3.4721 4.5176 1.605 0.589 -1.762
H 8.1328 1.0610 -7.8623 0.008 -0.094 -0.461
S 4.1002 4.2135 2.0311 -0.026 -0.084 0.073
H -7.2126 0.0223 1.4109 0.591 1.241 2.211
C 6.9124 0.4702 2.0417 0.266 -0.295 1.335
H 3.5610 0.5132 2.0197 0.532 -0.253 -1.527
Br -13.3444 2.8076 -8.4704 0.502 0.134 -0.048
Br 3.4618 -5.4318 7.4896 0.221 0.518 -0.089
Br 12.5317 -0.0919 -1.0265 -0.276 -0.247 0.449
C 10.7233 1.9280 -13.2458 0.017 0.027 0.208
Br -9.9351 1.5753 -0.2894 0.125 -0.531 -0.054
Br -4.9965 -5.5690 0.3794 -0.056 0.024 0.466
H -12.0164 4.6357 3.4344 0.171 -0.252 -0.404
H -5.9942 -1.7312 9.0889 0.234 0.425 -0.085
Br 11.1191 0.0021 1.8684 0.146 -0.145 -0.327
H 3.2900 -2.9673 7.8420 0.371 -0.286 -0.226
Br -10.6162 2.3193 -10.1143 -0.234 0.222 0.406
C -2.3250 2.2212 1.8845 -3.601 -1.152 0.409
C -6.8666 0.5662 2.4025 0.095 -0.598 0.610
H -11.1314 -2.8894 -7.1530 -0.110 0.447 0.218
H 7.1077 -1.8631 2.1649 0.162 1.892 1.156
C 1.5386 3.6091 3.2862 -3.176 -1.137 -2.059
Br 12.5748 1.9156 -13.8425 -0.498 -0.009 0.111
C 11.7079 -1.1283 0.3987 0.190 -0.284 -0.183
C -11.4433 -1.9277 -6.7325 -0.166 -0.260 -0.216
Br 10.2708 -2.2585 -0.2659 0.441 0.297 0.301
C -11.7716 4.1195 2.5003 -0.439 0.142 0.075
H -5.3493 1.7224 4.4339 1.254 -0.117 -2.580
H -11.5504 4.4126 -9.1281 0.028 -0.476 0.188
Br 7.8416 -0.2275 -1.9097 1.737 0.480 -2.992
H 5.7728 0.7041 2.1689 2.164 -0.017 -0.046
H -2.8068 -7.9086 2.3685 0.149 -0.484 -0.034
C -5.4173 -5.2198 2.2462 -0.255 0.202 0.015
Br -1.4221 0.6181 -3.5464 -0.423 -0.157 0.223
C -11.5083 3.3847 -8.7530 -0.075 0.171 -0.175
C 4.6408 0.2672 -0.4834 1.898 1.144 -0.612
C -0.7730 2.7464 1.8276 2.899 1.072 0.961
Br -11.1713 -0.8302 2.8242 0.082 -0.217 0.287
Br -12.3533 5.2721 1.0452 0.263 -0.421 0.401
Br -10.3969 -3.9233 2.3575 -0.066 0.351 0.362
H 8.3326 -0.9189 3.2465 -2.227 -0.038 -0.666
C 7.9185 1.6526 2.6067 1.385 -1.646 -0.858
Br -9.8249 -0.5779 -2.6844 0.014 0.067 0.608
C -3.0510 -0.4024 -3.2476 -0.126 -0.365 -0.730
Br -2.0598 -9.3011 0.4370 -0.096 0.052 0.478
Br -4.4532 0.0880 -4.5037 0.468 -0.093 0.523
N -5.4371 1.1041 2.1813 3.893 1.870 0.154
C 6.1963 2.9772 3.7302 2.744 -5.217 4.721
Br 9.8716 0.1966 -13.4927 0.214 0.454 0.008
Br 5.6967 -3.3008 8.4113 -0.401 -0.101 -0.363
C 9.3103 -4.6275 3.7513 0.122 -0.274 0.056
Br -8.6762 -1.3459 0.2269 -0.159 -0.128 -0.533
Br -3.9599 -10.0492 2.9299 0.414 0.282 -0.177
H 4.3195 -0.2412 -1.5106 0.581 0.886 2.543
Br -4.4194 -0.7997 7.3921 0.075 0.002 0.451
Br -3.8513 -5.3970 3.3867 -0.333 0.011 -0.258
Br 6.2967 4.7453 -5.9123 -0.372 -0.147 -0.277
C -4.7289 1.0469 0.8365 2.125 1.424 2.120
H 8.4860 1.2994 3.5831 -1.678 0.974 -1.820
S 3.3034 -0.0921 0.7788 -0.031 0.034 0.020
Br 4.2607 -2.9908 5.5432 -0.010 -0.144 0.327
Br 7.2687 -0.8701 -9.1857 0.222 0.447 0.025
Br 9.7043 3.3611 -14.0777 0.257 -0.384 0.176
C 7.2281 -0.9218 2.8514 -0.082 -0.018 -0.400
H -5.7434 -4.1765 2.3108 0.175 -0.474 0.006
C -4.7650 1.7014 3.3983 3.328 0.390 -2.848
Br 10.0749 0.6677 -4.0533 -0.400 -0.184 -0.066
N 2.3842 3.7376 2.0067 -5.015 -1.711 0.375
H -7.5810 1.4279 2.7490 1.438 -1.662 -0.753
Br -6.8966 -6.3171 2.8722 0.475 0.274 -0.184
H 5.1674 4.9892 4.1394 -0.668 -2.292 -1.061
H 8.7728 1.7753 1.7821 -2.102 0.012 1.738
H 3.8900 5.0788 -6.4816 0.367 -0.298 -0.229
C -3.1979 2.2780 3.3096 -2.136 -1.621 -2.742
C -6.6873 -0.6182 3.5671 2.378 -6.225 -2.728
Br -3.6555 -0.2770 -1.4028 0.275 -1.570 -2.021
Br -4.4064 -0.5442 10.6045 -0.324 -0.003 -0.546
O 6.3470 2.1581 4.8073 -1.565 5.373 -6.887
Br -9.8447 3.8531 2.4865 -0.233 0.129 0.032
Br 7.1013 2.2944 -9.7708 0.300 -0.426 0.204
H -2.8084 -1.4538 -3.4337 -0.076 0.445 0.147
O 6.3709 -1.6396 -0.4575 -2.675 7.565 3.442
C -0.0537 3.1177 3.2772 2.861 0.308 -3.914
H 1.9745 3.8543 4.3622 -0.628 -0.458 -2.888
C 4.8518 3.9169 3.7206 1.009 0.563 1.550
Br 7.0438 0.1375 -5.0105 0.234 -0.021 0.228
Br 9.9719 0.8489 -9.5356 -0.450 -0.027 0.158
O 7.1790 0.3687 0.5822 -3.322 -1.152 0.202
C 4.0690 -3.5866 7.3851 -0.174 0.030 0.309
Br -10.4989 3.4275 -7.0906 -0.235 -0.076 -0.353
C -3.1632 1.5819 0.5930 -1.352 1.067 4.768
H -9.3881 -2.2215 3.8785 -0.453 -0.113 -0.111
H -5.2860 0.5706 -0.1043 0.811 1.307 2.692
C 8.1204 0.8613 -8.9389 -0.005 0.061 0.167
H 9.8023 -5.5148 4.1634 -0.225 0.406 -0.189
Br -12.7358 2.4300 2.5153 0.260 0.459 -0.032
Br 8.6819 -5.1013 1.9723 0.105 0.185 0.473
C -5.4994 -0.7577 9.0095 -0.086 -0.180 0.350
Br -9.8218 -0.9465 -6.2944 -0.327 -0.122 -0.077
Br 4.8607 5.0553 -8.7804 -0.090 -0.136 0.537
O 7.2701 2.9680 2.7245 -3.757 -0.159 2.180
Br -12.5036 -2.3175 -5.1488 0.277 0.153 -0.385
Br 4.0618 2.6144 -6.8340 0.180 0.349 -0.031
C 1.7322 3.4453 0.6421 -3.107 -1.024 1.739
C -9.9908 -0.3102 -0.7648 -0.352 0.125 -0.380
C 0.1475 2.9444 0.4855 1.254 0.750 4.270
Br 10.6446 -3.2130 3.6949 -0.395 -0.295 0.018
C 6.1032 -0.3706 -0.0967 1.143 -6.388 -0.657
H -2.6692 1.4764 -0.4630 -1.188 0.580 2.638
H -0.6152 3.0126 4.3005 1.440 0.282 -2.258
H 10.7357 2.1277 -12.1692 -0.039 -0.092 -0.487
Br -12.4901 -1.0225 -8.0996 0.360 -0.194 0.468
O -6.2157 -1.7983 3.1391 -3.175 7.863 2.950
Br -11.3369 -2.9195 5.2719 0.239 0.172 -0.517
Br 7.8390 -4.1876 4.9453 0.340 -0.019 -0.334
C 4.6690 4.4595 -6.9385 -0.094 0.232 -0.019
H -0.3427 2.7247 -0.5561 1.451 0.569 2.117
C -2.4807 -8.9519 2.3039 -0.111 0.186 0.005
H 2.3142 3.5562 -0.3895 -0.902 -0.147 2.860
H 6.4481 -1.0083 3.7223 1.713 0.203 -1.482
H 12.4803 -1.7943 0.7973 -0.355 0.322 -0.126
```
Positions in Å, forces in eV/Å.

As for the HOMO energy: -11.71 eV. The net charge is +2. The spin multiplicity is 1. Its total energy is -3446300.3810 eV.